No. 1
Formula: C5H7NO
Source: OMol25
Level of theory: ωB97M-V with the def2-TZVPD basis set

Geometry (Å):
N 1.9011 -1.8583 0.4896
C 0.9637 -1.0725 0.2936
O 1.2991 0.3739 -0.6999
C 0.4289 1.3950 -0.3278
C -0.7962 0.7513 0.2084
C -1.2966 -0.4121 -0.5179
C -0.4442 -0.8710 0.6261
H 2.8106 -1.3917 0.4153
H -0.1242 1.9581 -1.1251
H 0.8590 2.1845 0.3273
H -1.4911 1.4732 0.6635
H -0.9012 -0.6137 -1.5035
H -2.3490 -0.6007 -0.3832
H -0.8600 -1.3159 1.5336

Forces on the atoms, in the same order (eV/Å):
-0.748 1.071 0.507
0.479 2.524 -1.177
-0.032 -1.610 1.215
-0.690 0.020 -0.027
0.154 -1.192 1.261
-0.501 -0.206 -0.500
0.121 1.759 0.237
-0.206 -0.373 -0.591
1.346 -0.219 -0.576
-0.035 -0.687 -0.068
0.138 -1.001 0.506
-0.092 -0.025 -0.139
-0.180 -0.160 -0.158
0.245 0.101 -0.489

Output
Relative energy (zero: lowest compared OMol25 entry of this formula, charge and spin)   3.240 eV


No. 2
Formula: C5H7NO
Source: OMol25
Level of theory: ωB97M-V with the def2-TZVPD basis set

Geometry (Å):
C -0.3340 1.4130 0.7696
C 1.1106 0.5340 0.2877
C 0.2045 0.5714 -0.7585
C -0.4481 -0.7551 -1.0020
N -1.2799 -1.0011 -1.9229
O 0.0073 -1.6008 -0.0540
C 1.0253 -0.9053 0.7319
H -0.2361 1.0600 1.7963
H -0.1175 2.4753 0.6947
H -1.3792 1.2124 0.4894
H 0.0454 1.3882 -1.4577
H -1.5714 -1.9792 -1.8893
H 0.7833 -1.0482 1.7888
H 1.9819 -1.3972 0.5264

Forces on the atoms, in the same order (eV/Å):
-0.330 0.256 0.258
0.005 -0.279 -0.211
0.063 0.074 -0.063
-0.161 0.072 -0.167
0.234 -0.039 0.285
-0.084 0.023 -0.117
0.165 0.033 0.210
0.024 0.014 -0.152
0.000 -0.198 -0.023
0.142 -0.027 -0.007
0.029 -0.131 0.119
-0.001 0.072 -0.017
0.033 0.045 -0.140
-0.117 0.085 0.023

Output
Relative energy (zero: lowest compared OMol25 entry of this formula, charge and spin)   4.191 eV


No. 3
Formula: C5H7NO
Source: OMol25
Level of theory: ωB97M-V with the def2-TZVPD basis set

Geometry (Å):
N 2.2266 -0.2197 -0.8820
C 1.2046 -0.0348 0.0627
O 0.7404 -1.1228 0.7187
C -0.2105 -0.9550 -0.4551
C -1.5039 -0.4699 0.1983
C -1.0053 0.8684 0.7495
C 0.2618 0.9437 -0.0843
H 2.8109 -0.9865 -0.5513
H 1.6082 -0.6604 -1.5870
H -1.8481 -1.2124 0.9225
H -2.2667 -0.3399 -0.5761
H -0.7705 0.8125 1.8164
H -1.6514 1.7279 0.5636
H 0.4040 1.6490 -0.8959

Forces on the atoms, in the same order (eV/Å):
-0.033 -0.196 0.070
-0.262 0.136 -0.188
0.041 -0.103 0.049
-0.660 -0.513 0.104
-0.094 -0.026 0.069
0.028 0.086 0.021
0.095 0.171 -0.078
0.009 0.183 -0.026
0.766 0.008 -0.377
-0.081 0.156 0.056
0.156 -0.021 0.130
-0.019 0.121 -0.193
-0.010 -0.201 0.078
0.064 0.200 0.284

Output
Relative energy (zero: lowest compared OMol25 entry of this formula, charge and spin)   5.144 eV


Among the records above, which one has the lowest relative energy (zero: lowest compared OMol25 entry of this formula, charge and spin)?
number 1


Look up the relative energy (zero: lowest compared OMol25 entry of this formula, charge and spin) of the third one.
5.144 eV


What is the relative energy (zero: lowest compared OMol25 entry of this formula, charge and spin) in the second record?
4.191 eV


Which formula does entry 1 have?
C5H7NO